Density functional theory data (ωB97M-V/def2-TZVPD) for 2 unconnected molecules or ions with the total composition C2H6N3S2 at a distorted geometry.

Properties
Charge ... +1
HOMO (alpha / beta) ... -13.4 / -12.1 eV
Total energy ... -28299.4601 eV
LUMO energy (alpha / beta) ... -6.5 / -7.6 eV
Energy relative to the best compared isomer or geometry (same formula, charge and spin) ... 141.91 kcal per mole

Geometry as XYZ:
```
13
C2H6N3S2 (ωB97M-V/def2-TZVPD)
C -0.98888 -0.43632 0.30102
C 2.57475 0.21609 0.08267
N 0.30100 -0.23056 0.21357
N 1.36343 0.02877 0.75919
N -1.95335 0.27672 0.74115
S -5.67082 -0.16128 0.09168
S -4.34561 0.86635 -0.83992
H -1.42854 -1.43139 -0.02257
H 2.61057 0.39139 -0.94704
H 3.36959 -0.47386 0.27124
H 2.95793 1.09420 0.39499
H -1.73844 1.18872 1.15500
H -6.19637 -1.04801 -1.00025
```